(1)
80
Properties=species:S:1:pos:R:3:mulliken_charge:R:1 method="wB97M-V/def2-TZVPD" e_tot_ev=-86553.227 multiplicity=5 homo_lumo_gap_ev="6.47 / 4.20" s2=6.010
C 2.2021 -2.5637 -5.3189 -1.35
C 1.9501 -1.6738 -6.4701 0.45
H 1.5627 -3.4477 -5.3660 0.30
H 2.0060 -2.0744 -4.3651 -0.16
H 3.2510 -2.8764 -5.3388 0.41
C 2.0784 -2.1046 -7.7443 0.00
C 2.2391 -3.5086 -8.1945 -1.59
H 2.2233 -1.3870 -8.5438 0.69
H 1.5040 -4.1812 -7.7384 0.29
H 3.2425 -3.9098 -7.9770 0.32
H 2.0663 -3.5242 -9.2804 0.39
Ir 1.0425 0.4177 -3.0241 2.46
Cl 3.0003 0.0186 -1.9671 -0.47
Cl 1.7899 2.2070 -4.2472 -0.53
C -0.3405 2.9949 -2.5106 -0.50
O -0.6905 1.7710 -2.4853 -0.93
N -1.1404 3.9820 -2.9142 0.28
C -2.5724 3.7534 -3.0761 -0.80
C -0.6161 5.2836 -3.3448 -0.88
H 0.6968 3.2879 -2.2421 0.57
H -2.9780 3.3430 -2.1443 0.28
H -2.7777 3.0516 -3.8948 0.21
H -3.0160 4.7375 -3.2715 0.38
H 0.1862 5.6079 -2.6809 0.34
H -1.4386 6.0017 -3.2845 0.35
H -0.2079 5.2535 -4.3631 0.30
H -0.2481 -3.5503 -0.1628 0.33
H -2.4605 -2.4543 -3.5361 0.09
C -1.2656 -3.6449 -0.5668 -0.97
C -2.5843 -2.8389 -2.5192 -0.56
N -1.4009 -2.7109 -1.6731 0.22
H -2.0272 -3.4057 0.1977 0.32
C -0.5968 -1.6342 -1.6528 0.28
O -0.6219 -0.7857 -2.6054 -0.22
H -3.4824 -2.4021 -2.0400 0.30
H 0.0921 -1.5003 -0.7682 -0.04
H -1.4141 -4.6461 -0.9713 0.37
H -2.8049 -3.9046 -2.6091 0.37
O 0.3384 -0.2443 -5.3033 -0.70
C 1.5074 -0.2443 -6.1681 -0.85
C 0.6052 0.2161 -8.4763 0.35
C 1.3187 0.6677 -7.3614 0.44
H 0.2498 -0.8218 -8.5283 0.80
C 0.3174 1.0782 -9.5532 -1.28
H 2.3520 0.1938 -5.6226 0.94
C 1.8822 1.9461 -7.4245 -0.53
H -0.3620 0.7422 -10.3500 0.30
C 0.8574 2.3635 -9.5888 -0.64
C 1.6738 2.7691 -8.5312 -0.95
H 2.4341 2.3321 -6.5728 0.39
H 0.7405 2.9644 -10.4958 0.38
H 2.1120 3.7643 -8.5504 0.40
Si -1.3658 -0.2755 -6.0888 1.73
Cl -1.5186 -2.3270 -6.4236 -0.52
C -2.3195 -0.1443 -7.8119 -1.58
C -1.3788 1.7169 -6.4687 -1.10
C -2.5499 0.0273 -4.6539 -0.35
H -2.5154 0.8695 -8.2069 0.34
H -3.3168 -0.5819 -7.5454 0.40
H -1.9228 -0.7118 -8.6713 0.36
H -2.8504 -0.8957 -4.1234 0.01
H -3.4522 0.5610 -4.9759 0.51
H -2.0118 0.6845 -3.9418 -0.61
H -0.7812 2.0510 -7.3302 0.37
H -1.0986 2.3548 -5.6078 -0.53
H -2.4368 1.9718 -6.7129 0.62
N 0.3469 0.8164 -0.2141 -0.01
C 0.4987 0.1284 0.9662 -0.12
C 1.7089 -0.5283 1.2895 -0.05
C 1.7038 -1.4683 2.3222 -0.68
C 0.5432 -1.7030 3.0812 -0.49
C -0.6099 -0.9321 2.8494 -0.52
C -0.6369 -0.0420 1.7844 -0.22
H 1.0720 1.4943 -0.5434 0.28
H -0.5945 1.1383 -0.4612 0.01
H 2.5831 -0.3727 0.6600 0.31
H 2.6196 -2.0107 2.5731 0.37
H 0.5294 -2.4870 3.8522 0.38
H -1.5035 -1.0669 3.4751 0.36
H -1.5362 0.5346 1.5700 0.40

=====

(2)
77
Properties=species:S:1:pos:R:3:mulliken_charge:R:1 method="wB97M-V/def2-TZVPD" total_charge=+1 e_tot_ev=-110324.251 multiplicity=7 homo_lumo_gap_ev="4.16 / 5.50" s2=12.104
Tb -1.2241 1.1550 2.7437 1.05
C 0.2585 0.6203 4.6321 0.60
C 1.0803 0.8685 3.4719 0.56
C -0.1036 2.7843 3.9098 -0.06
C -0.5124 1.8072 4.8807 0.52
C 0.9043 2.2124 3.0580 0.75
C 0.3443 -0.5866 5.4922 -1.29
H 0.8961 -1.3846 4.9883 0.34
H -0.6557 -0.9603 5.7326 0.31
H 0.8629 -0.3865 6.4341 0.33
C -1.5863 1.9623 5.8944 -1.27
H -2.3650 1.1849 5.7910 0.21
H -2.0455 2.9571 5.8142 0.36
H -1.1563 1.8543 6.9029 0.33
C -0.8797 4.0016 3.6006 -1.18
H -1.2363 4.4602 4.5243 0.43
H -1.7632 3.8036 2.9479 0.19
H -0.2394 4.7280 3.0807 0.40
C 1.5440 2.8454 1.8598 -1.22
H 2.4604 3.3841 2.1302 0.32
H 0.8636 3.5542 1.3819 0.44
H 1.8233 2.0862 1.1178 0.18
C 2.0834 -0.0700 2.8722 -0.91
H 3.1180 0.2136 3.1384 0.30
H 2.0320 -0.0600 1.7715 -0.17
H 1.9309 -1.1109 3.1688 0.17
C 0.3217 -2.9675 0.3908 -0.46
C 1.4089 -2.7992 1.1481 -0.62
C 2.8263 -2.8154 0.6655 -0.80
C 3.0663 -2.2154 -0.7590 -0.81
C 2.7305 -0.7626 -0.8613 -0.40
C 1.5279 -0.2469 -1.1678 -0.26
C 0.1589 -0.8465 -0.9675 0.89
C 0.0535 -2.4058 -0.9802 -0.11
H 3.2185 -3.8475 0.6308 0.49
H 2.5274 -2.8353 -1.4917 0.28
H 3.4359 -2.2688 1.3975 0.24
H 0.7399 -2.7900 -1.7352 0.20
H -0.5774 -3.3562 0.8691 0.33
H 1.2892 -2.7199 2.2331 0.18
H -0.9655 -2.7113 -1.2731 0.27
H -0.3347 -0.4782 -0.0365 -1.08
H 1.5106 0.7684 -1.5987 0.44
H -0.5018 -0.4241 -1.7645 -0.10
H 4.1412 -2.3655 -0.9939 0.53
H 3.6174 -0.0976 -0.8197 0.36
P -0.7745 -0.6583 -3.9694 1.14
P -0.8440 2.2407 -4.6933 0.23
C -1.0861 -0.3495 -5.8003 -0.83
C -1.5163 1.0846 -6.0180 -1.02
H -1.8628 -1.0428 -6.1501 0.43
H -0.1488 -0.5683 -6.3285 0.38
H -1.1946 1.4321 -7.0077 0.57
H -2.6063 1.1876 -5.9479 0.43
C -1.4901 3.7304 -5.5795 -1.16
H -1.0860 4.6337 -5.1148 0.39
H -2.5801 3.7383 -5.4787 0.37
H -1.2174 3.6913 -6.6402 0.32
C 0.8751 2.2984 -5.3727 -1.12
H 0.8505 2.2910 -6.4715 0.37
H 1.4572 1.4449 -5.0039 0.28
H 1.3501 3.2223 -5.0159 0.39
C -2.2751 -1.6452 -3.6510 -1.48
H -2.3591 -1.9082 -2.5859 0.31
H -2.2663 -2.5631 -4.2615 0.39
H -3.1491 -1.0284 -3.9209 0.40
C 0.5457 -1.9189 -4.1843 -1.23
H 1.0103 -1.7986 -5.1599 0.54
H 0.0995 -2.9056 -4.1108 0.33
H 1.3278 -1.7849 -3.4366 0.06
Cl -3.4656 -3.7103 5.2277 -0.09
C -2.5584 -2.9717 3.9131 0.58
Cl -0.8301 -3.4781 4.0014 -0.12
Cl -3.2176 -3.3953 2.3374 -0.10
C -2.5712 -1.3909 4.0612 0.33
O -2.7629 -0.8699 5.1734 -0.64
O -2.2831 -0.7465 2.9634 -0.72

=====

Energy above the lowest of the compared OMol25 structures with the same formula, charge and spin? In order: 44.5 0.0 kcal/mol.